# 1
The following is a quantum chemistry calculation of a cluster of 5 separate species, C39H47N5O14S in total, from the OMol25 dataset.

total energy	-3239.1895	Ha
total charge	0
SMILES	COCCCCCCCCCCC[C@@]1(OC#N)COS(=O)(=O)O1.O=[N+]([O-])c1ccccc1.O=[N+]([O-])c1ccccc1.O=[N+]([O-])c1ccccc1.O=[N+]([O-])c1ccccc1
largest force on an atom	0.9	eV Å⁻¹
Kohn-Sham gap	0.32915	hartree

Last column: Löwdin charge in e.
Atoms and positions in Å:
1 C 2.232213 -0.656766 0.044403  -0.094
2 O 1.747364 -1.555673 1.017916  -0.183
3 C 2.339266 -1.458863 2.300012  -0.226
4 C 2.427106 -2.857471 2.920747  -0.163
5 C 3.863239 -3.378084 2.952358  -0.214
6 C 3.989166 -4.786679 3.542548  -0.198
7 C 5.286177 -5.101193 4.311996  -0.199
8 C 6.577140 -4.446515 3.802080  -0.206
9 C 6.792033 -4.550286 2.281278  -0.197
10 C 7.097472 -3.187637 1.641461  -0.201
11 C 7.605374 -3.269010 0.187187  -0.173
12 C 6.612190 -2.734389 -0.868390  -0.152
13 C 6.122249 -3.755938 -1.925704  -0.069
14 C 4.620406 -3.893004 -1.925482  -0.461
15 O 4.126363 -4.087850 -0.567166  0.062
16 C 4.328985 -5.272025 -0.080060  -0.339
17 N 4.549265 -6.301230 0.371428  0.229
18 C 3.857891 -2.737451 -2.547507  -0.080
19 O 2.608413 -3.255326 -3.013666  -0.153
20 S 2.613027 -4.854651 -2.999289  0.636
21 O 1.880288 -5.311107 -1.873460  -0.191
22 O 2.346097 -5.361470 -4.291966  -0.194
23 O 4.198844 -4.992260 -2.721071  -0.091
24 H 3.261362 -0.340196 0.251264  0.092
25 H 2.214261 -1.171661 -0.920409  0.068
26 H 1.607604 0.235684 -0.036803  0.053
27 H 1.765025 -0.777288 2.940942  0.120
28 H 3.346700 -1.029374 2.218498  0.111
29 H 2.003292 -2.873252 3.927739  0.112
30 H 1.832028 -3.510340 2.277680  0.123
31 H 4.527229 -2.659201 3.442039  0.115
32 H 4.192917 -3.416783 1.905787  0.084
33 H 3.847079 -5.526487 2.751808  0.086
34 H 3.155549 -4.933717 4.238291  0.107
35 H 5.426555 -6.185791 4.271069  0.109
36 H 5.165264 -4.847438 5.368873  0.105
37 H 6.641949 -3.400855 4.117395  0.100
38 H 7.401857 -4.953167 4.312625  0.105
39 H 7.637964 -5.197955 2.038367  0.113
40 H 5.901692 -4.982044 1.819739  0.062
41 H 7.820957 -2.663898 2.272409  0.110
42 H 6.199825 -2.562504 1.639056  0.088
43 H 8.501497 -2.649069 0.112369  0.104
44 H 7.922601 -4.287805 -0.049212  0.107
45 H 7.106493 -1.931154 -1.418286  0.112
46 H 5.754933 -2.270241 -0.375254  0.102
47 H 6.417427 -3.421071 -2.920334  0.131
48 H 6.578470 -4.733827 -1.759563  0.134
49 H 3.742844 -1.856097 -1.920948  0.123
50 H 4.421017 -2.440345 -3.435866  0.151
51 C -3.708310 1.665267 0.515867  -0.056
52 C -3.591562 2.744401 -0.350407  -0.050
53 C -2.340237 3.190918 -0.744818  -0.019
54 C -1.224062 2.534646 -0.264754  -0.146
55 C -1.312108 1.460370 0.607440  -0.006
56 C -2.568643 1.029878 0.998696  -0.054
57 N 0.105334 2.979156 -0.710753  -0.337
58 O 0.176455 3.935868 -1.451640  0.087
59 O 1.065616 2.333111 -0.326534  0.042
60 H -4.684229 1.315548 0.815049  0.075
61 H -4.475589 3.239099 -0.729304  0.112
62 H -2.244737 4.019630 -1.426158  0.094
63 H -0.419778 0.971538 0.969853  0.108
64 H -2.661335 0.192013 1.676505  0.112
65 C -2.160445 -2.627721 -2.872672  -0.063
66 C -3.211312 -2.902977 -3.738890  -0.064
67 C -4.042099 -1.882354 -4.174585  -0.005
68 C -3.794827 -0.596347 -3.730321  -0.146
69 C -2.759192 -0.299525 -2.865237  0.002
70 C -1.937508 -1.329062 -2.433684  -0.055
71 N -4.662471 0.500180 -4.199223  -0.353
72 O -5.587496 0.215273 -4.932959  0.074
73 O -4.398601 1.624429 -3.823152  0.073
74 H -1.513168 -3.427933 -2.538072  0.108
75 H -3.384395 -3.915129 -4.078234  0.108
76 H -4.863778 -2.077130 -4.847326  0.118
77 H -2.593830 0.714258 -2.528439  0.107
78 H -1.122796 -1.115014 -1.754625  0.104
79 C -1.929752 10.606113 -2.408463  -0.072
80 C -1.134714 10.011811 -1.437148  -0.064
81 C -1.413302 8.726594 -1.000361  0.001
82 C -2.491493 8.062322 -1.555059  -0.142
83 C -3.299423 8.633052 -2.521044  -0.001
84 C -3.010287 9.919619 -2.946964  -0.065
85 N -2.783876 6.689803 -1.105617  -0.335
86 O -2.075219 6.213378 -0.244302  0.081
87 O -3.716083 6.109212 -1.629392  0.075
88 H -1.705156 11.608426 -2.748680  0.107
89 H -0.293699 10.548050 -1.019437  0.108
90 H -0.806905 8.246189 -0.247328  0.120
91 H -4.132885 8.081520 -2.929270  0.119
92 H -3.628658 10.384676 -3.702415  0.108
93 C -10.784241 2.891165 2.093541  -0.070
94 C -10.130335 3.489466 3.162849  -0.065
95 C -8.820704 3.146379 3.457938  -0.002
96 C -8.192364 2.203970 2.664779  -0.145
97 C -8.823210 1.591619 1.597420  -0.001
98 C -10.133378 1.943320 1.314763  -0.063
99 N -6.794511 1.846475 2.963361  -0.337
100 O -6.261925 2.380898 3.911692  0.091
101 O -6.252779 1.035763 2.234471  0.050
102 H -11.805620 3.165782 1.865309  0.107
103 H -10.639462 4.226759 3.768258  0.108
104 H -8.295118 3.600004 4.284664  0.120
105 H -8.300056 0.858447 1.002283  0.120
106 H -10.644700 1.477551 0.483604  0.109

Cartesian forces (eV/Å) of the 6 atoms listed first:
-0.18 0.07 -0.09
0.24 -0.15 -0.17
0.00 0.02 0.32
0.20 0.17 -0.09
-0.03 -0.22 -0.48
-0.12 0.11 0.33

=====

# 2
The following is a quantum chemistry calculation of the ion C5H10NO with charge -1, from the OMol25 dataset.

relative energy (zero: lowest compared OMol25 entry of this formula, charge and spin)	20.16	kcal/mol
total energy	-326.4532	Ha
total charge	-1
SMILES	N/C=C/CCC[O-]
largest force on an atom	1.5	eV Å⁻¹
Kohn-Sham gap	0.22738	hartree

Last column: natural (NBO) charge in e.
Atoms and positions in Å:
1 C 0.662051 2.203396 0.470981  0.004
2 O 1.742086 1.450906 0.721529  -0.968
3 C -0.601944 1.329319 0.254161  -0.435
4 C -0.553402 0.459170 -0.996435  -0.430
5 C -0.473183 -1.033441 -0.696646  -0.305
6 C 0.405740 -1.555566 0.149768  -0.008
7 N 0.338783 -2.911111 0.503579  -0.854
8 H 0.726690 2.888396 -0.418162  0.055
9 H 0.380448 2.879540 1.323625  0.061
10 H -1.517136 1.928955 0.370123  0.159
11 H -0.642504 0.694065 1.144718  0.190
12 H -1.481941 0.543355 -1.570448  0.176
13 H 0.272080 0.730054 -1.648893  0.213
14 H -1.112929 -1.714517 -1.263919  0.159
15 H 1.328732 -1.062048 0.437065  0.247
16 H 0.956797 -3.409695 1.112747  0.377
17 H -0.430366 -3.420777 0.106209  0.359

Cartesian forces (eV/Å) of the 6 atoms listed first:
-0.32 -0.44 0.32
0.34 0.01 -0.28
0.06 0.36 0.81
-0.66 -1.04 -0.07
0.30 0.60 -0.28
0.70 -1.31 -0.29

=====

# 3
The following is a quantum chemistry calculation of a cluster of 10 separate species, C21H62O10 in total, from the OMol25 dataset.

relative energy (zero: lowest compared OMol25 entry of this formula, charge and spin)	39.09	kcal/mol
total energy	-1589.6234	Ha
total charge	0
SMILES	CC(C)O.CC(C)O.CC(C)O.CC(C)O.CC(C)O.CC(C)O.CC(C)O.O.O.O
largest force on an atom	2.8	eV Å⁻¹
Kohn-Sham gap	0.35935	hartree

Last column: Löwdin charge in e.
Atoms and positions in Å:
1 O 10.483210 9.993440 -0.642360  -0.025
2 H 10.285640 10.880010 -0.944350  0.079
3 H 9.711220 9.480710 -0.881870  0.075
4 O 13.656620 9.289650 2.843160  -0.075
5 H 13.907620 9.293340 1.919470  -0.010
6 H 12.720130 9.487590 2.838170  -0.025
7 O 11.071400 9.657040 2.042610  -0.044
8 H 10.383630 10.173330 2.462890  0.054
9 H 10.909320 9.759580 1.104820  -0.016
10 C 17.383430 11.679210 -5.004890  -0.059
11 C 16.702030 10.873370 -6.090240  -0.429
12 C 15.712340 9.812840 -5.521130  -0.053
13 O 15.824130 11.797340 -6.812360  -0.074
14 H 18.228830 11.123560 -4.599120  0.080
15 H 16.690800 11.956340 -4.210180  0.062
16 H 17.911690 12.557710 -5.375400  0.084
17 H 17.472280 10.430470 -6.721630  0.129
18 H 15.007910 10.294460 -4.842950  0.057
19 H 16.254720 9.095520 -4.905190  0.069
20 H 15.255450 9.272150 -6.349980  0.082
21 H 15.099620 11.280080 -7.171710  0.054
22 C 11.990350 3.144250 -4.686290  -0.077
23 C 12.882940 4.231870 -4.307850  -0.564
24 C 13.465210 4.023820 -2.897580  -0.042
25 O 13.942870 4.260190 -5.183390  -0.043
26 H 11.182470 3.038480 -3.962230  0.090
27 H 12.557110 2.213200 -4.684170  0.090
28 H 11.592100 3.383010 -5.672440  0.091
29 H 12.347930 5.155320 -4.529450  0.142
30 H 12.721630 3.953700 -2.103690  0.072
31 H 14.171490 4.806450 -2.620530  0.067
32 H 14.001990 3.075270 -2.882880  0.082
33 H 14.355590 3.393600 -5.166510  0.090
34 C 17.445640 6.622600 -2.612120  -0.052
35 C 18.989190 6.434790 -2.743790  -0.498
36 C 19.811080 6.934080 -1.550850  -0.051
37 O 19.362160 5.105530 -3.011560  -0.037
38 H 16.860090 6.361870 -3.493730  0.070
39 H 17.150250 7.617250 -2.278180  0.057
40 H 17.106690 6.019480 -1.769820  0.075
41 H 19.259160 7.088880 -3.572870  0.122
42 H 19.623540 6.412950 -0.612050  0.082
43 H 19.617630 8.004750 -1.484930  0.069
44 H 20.882610 6.811930 -1.708960  0.077
45 H 18.882790 4.858930 -3.805910  0.087
46 C 12.731880 7.538060 -0.412490  -0.041
47 C 13.686770 8.533700 -1.089800  -0.405
48 C 13.373100 9.016060 -2.516920  -0.048
49 O 13.479610 9.716950 -0.277790  -0.101
50 H 11.662260 7.710860 -0.531410  0.072
51 H 12.827750 7.662630 0.666110  0.067
52 H 13.037870 6.513550 -0.624270  0.057
53 H 14.744700 8.282230 -1.014620  0.127
54 H 14.001590 9.888060 -2.697830  0.070
55 H 12.309760 9.114730 -2.735240  0.065
56 H 13.700210 8.244600 -3.214010  0.073
57 H 12.602010 10.046400 -0.484850  0.045
58 C 12.556170 4.791760 3.735610  -0.053
59 C 12.328550 4.363090 2.297860  -0.524
60 C 13.616480 4.257090 1.509430  -0.043
61 O 11.817250 3.068680 2.344510  -0.060
62 H 13.282400 4.112140 4.181490  0.086
63 H 11.650370 4.819980 4.341270  0.075
64 H 12.895250 5.825070 3.809040  0.080
65 H 11.546030 4.931560 1.795250  0.133
66 H 14.421010 3.834850 2.111540  0.088
67 H 13.829370 5.261150 1.142510  0.060
68 H 13.471190 3.656570 0.611460  0.072
69 H 10.995170 3.109490 2.838610  0.087
70 C 11.126780 11.865440 -6.828020  -0.059
71 C 12.221690 11.522610 -5.818390  -0.457
72 C 12.846880 12.828950 -5.243790  -0.048
73 O 11.645860 10.826760 -4.689020  -0.072
74 H 11.354810 12.762000 -7.404460  0.073
75 H 10.263890 12.229440 -6.270320  0.082
76 H 10.899120 11.079180 -7.547780  0.074
77 H 13.036460 10.919790 -6.219470  0.105
78 H 13.706620 12.534010 -4.642170  0.064
79 H 12.071720 13.372960 -4.704090  0.079
80 H 13.209000 13.579750 -5.946110  0.079
81 H 11.457430 9.932920 -4.984200  0.082
82 C 16.136410 13.392320 -0.943960  -0.033
83 C 17.133390 12.307180 -0.414760  -0.507
84 C 16.798080 10.979200 -1.029490  -0.056
85 O 18.403210 12.679120 -0.795350  -0.034
86 H 15.085540 13.196020 -0.731300  0.077
87 H 16.304260 13.465330 -2.018490  0.067
88 H 16.409080 14.359460 -0.521570  0.072
89 H 17.060540 12.259810 0.671770  0.134
90 H 16.459780 11.045910 -2.063520  0.060
91 H 16.004150 10.397120 -0.561550  0.065
92 H 17.658360 10.310990 -1.068240  0.070
93 H 18.995130 11.936260 -0.656070  0.088

Cartesian forces (eV/Å) of the 6 atoms listed first:
0.06 0.06 -0.03
0.00 0.40 -0.15
-0.20 -0.30 -0.10
0.75 -0.27 0.62
-0.06 0.19 -0.39
-0.35 0.06 -0.27

=====

# 4
The following is a quantum chemistry calculation of a cluster of 2 separate species, C4H11O2P in total, from the OMol25 dataset.

relative energy (zero: lowest compared OMol25 entry of this formula, charge and spin)	71.46	kcal/mol
total energy	-650.7123	Ha
total charge	0
largest force on an atom	2.2	eV Å⁻¹
Kohn-Sham gap	0.36743	hartree

Last column: natural (NBO) charge in e.
Atoms and positions in Å:
1 C 0.487511 1.224677 0.594762  -0.639
2 C 1.781744 0.025016 -1.316445  -0.641
3 C 1.203789 -0.127175 0.110120  -0.459
4 C -2.713751 0.618387 0.534765  0.440
5 O -2.574897 -0.686619 0.815017  -0.725
6 O -2.825385 0.757884 -0.787157  -0.691
7 P 0.107718 -1.693312 0.072028  0.271
8 H 1.323846 1.892639 1.021396  0.216
9 H 0.172447 1.726893 -0.391990  0.205
10 H -0.467667 1.163407 1.254521  0.227
11 H 0.972956 0.203499 -2.124036  0.211
12 H 2.453501 -0.785815 -1.524398  0.215
13 H 2.483996 0.836072 -1.489833  0.214
14 H 1.937763 -0.225107 0.927747  0.217
15 H -2.789322 -0.900260 1.734566  0.512
16 H -2.585152 -0.059907 -1.350463  0.481
17 H -0.198451 -1.421871 1.458537  -0.031
18 H 1.229358 -2.548412 0.460865  -0.023

Cartesian forces (eV/Å) of the 6 atoms listed first:
-0.24 0.55 -1.60
-0.51 0.87 -0.38
-0.78 1.19 0.39
-0.91 -0.51 -0.61
-0.54 0.14 -0.68
1.15 -1.11 0.03

=====

# 5
The following is a quantum chemistry calculation of a structure of composition C20H26Br12IN2O3, from the OMol25 dataset.

total energy	-32298.8573	Ha
total charge	-1
largest force on an atom	1.4	eV Å⁻¹
Kohn-Sham gap	0.28106	hartree

Last column: natural (NBO) charge in e.
Atoms and positions in Å:
1 C 5.185135 -0.882429 -0.619704  -0.666
2 C 5.233954 0.341740 0.244867  -0.043
3 Br 6.990703 0.936524 0.678435  0.059
4 C 4.154762 0.970636 0.711315  -0.104
5 Br 4.361093 2.517529 1.822732  0.097
6 C 2.704034 0.617393 0.431614  -0.395
7 C 2.418787 -0.817426 0.645466  0.304
8 N 2.467682 -1.961951 0.741578  -0.333
9 C 2.118170 1.208833 -0.892588  -0.255
10 C 3.002078 0.970435 -2.046845  0.348
11 N 3.570696 0.609240 -2.977445  -0.351
12 C 0.651960 0.771800 -1.131789  -0.546
13 C 0.413712 -0.454736 -1.982489  0.532
14 O 0.692187 -0.572893 -3.123773  -0.515
15 I -0.648497 -2.135923 -1.041353  -0.031
16 C 1.998590 2.787374 -0.730706  0.785
17 O 1.690941 3.246221 0.381931  -0.762
18 O 2.156643 3.408425 -1.792868  -0.722
19 H 5.593923 -1.725583 -0.055540  0.226
20 H 4.218795 -1.101149 -1.050002  0.246
21 H 5.876871 -0.729912 -1.453279  0.236
22 H 2.113661 1.141676 1.193538  0.316
23 H 0.160373 1.607329 -1.658353  0.283
24 H 0.155606 0.672370 -0.166983  0.252
25 Br -1.434095 3.159333 -1.575269  0.033
26 C -3.158288 3.205181 -0.681011  -0.459
27 C -2.989789 3.390522 0.803077  -0.448
28 Br -2.408693 1.743312 1.661230  -0.008
29 H -3.675297 2.284678 -0.933624  0.230
30 H -3.690054 4.049460 -1.115849  0.222
31 H -3.942470 3.637402 1.267853  0.219
32 H -2.255818 4.151296 1.050106  0.236
33 Br 4.125337 6.423148 0.136505  -0.031
34 C 2.348141 6.311099 0.917277  -0.472
35 C 2.365713 6.721890 2.369806  -0.439
36 Br 3.111125 5.308045 3.472612  -0.017
37 H 1.999543 5.288808 0.759035  0.299
38 H 1.734805 6.998210 0.336910  0.216
39 H 1.353413 6.873915 2.739408  0.218
40 H 2.954620 7.615670 2.551051  0.219
41 Br -2.116402 -0.227884 -4.862065  -0.013
42 C -0.627367 -0.060692 -6.097862  -0.453
43 C -1.076388 0.401833 -7.456837  -0.435
44 Br -1.929246 -1.029583 -8.469042  -0.036
45 H -0.129292 -1.024139 -6.118895  0.237
46 H 0.034868 0.675044 -5.645754  0.248
47 H -0.220176 0.703402 -8.056120  0.226
48 H -1.790193 1.217365 -7.407821  0.228
49 Br -2.811076 -4.208841 0.441486  0.010
50 C -1.783705 -5.804551 0.864743  -0.452
51 C -1.944534 -6.196205 2.308141  -0.459
52 Br -0.913577 -5.039987 3.488081  -0.018
53 H -0.753048 -5.594950 0.592839  0.240
54 H -2.178364 -6.582402 0.214088  0.225
55 H -1.554933 -7.198354 2.478556  0.222
56 H -2.976727 -6.145898 2.644816  0.237
57 Br -5.267110 -6.748793 3.448677  -0.013
58 C -4.803293 -6.008527 5.188543  -0.445
59 C -5.479192 -4.683673 5.418555  -0.459
60 Br -4.618645 -3.262786 4.410364  0.011
61 H -3.719361 -5.940508 5.223401  0.239
62 H -5.143597 -6.744292 5.914203  0.225
63 H -5.394017 -4.392660 6.463448  0.228
64 H -6.524675 -4.690424 5.127551  0.229

Cartesian forces (eV/Å) of the 6 atoms listed first:
1.15 0.16 -0.15
-0.72 -0.14 -0.08
-0.21 -0.27 -0.15
0.56 0.55 0.26
-0.11 -0.44 -0.20
-0.83 0.07 0.31

=====

no.,molecular weight (g mol⁻¹)
1,841.9
2,100.1
3,474.7
4,122.1
5,1428.2